{"formula": "CH5EuO2", "method": "ωB97M-V/def2-TZVPD", "symbols": ["O", "Eu", "H", "C", "H", "H", "H", "O", "H"], "xyz": [[2.17371, -0.08437, -1.06140], [2.97555, -1.75642, 0.43163], [2.06448, 0.10142, -1.99932], [-1.48968, 0.37815, 0.67732], [-1.55959, 1.37331, 0.20976], [-2.48156, -0.09107, 0.69363], [-1.16497, 0.50822, 1.72175], [-0.62403, -0.47661, -0.03796], [0.10610, 0.04737, -0.63541]], "forces_ev_per_angstrom": [[0.823, -2.030, 1.645], [-1.487, 2.273, -1.969], [0.177, -0.027, 0.129], [-0.271, 0.542, 0.138], [-0.102, -0.349, 0.180], [0.202, 0.203, -0.052], [-0.005, 0.006, -0.239], [3.154, 1.065, -2.183], [-2.491, -1.684, 2.349]], "s2": 15.760, "orbital_gap_ev": [6.92, 7.10], "homo_energy_ev": [-12.8, -12.8], "multiplicity": 8, "energy_ev": -24533.8706, "de_lowest_ev": 1.043, "total_charge": 1}